# 1
{
  "formula": "C52H88B2F2KN6O2P2S2SbSi3",
  "method": "the ωB97M-V functional and the def2-TZVPD basis",
  "symbols": ["K", "C", "C", "C", "C", "P", "C", "N", "B", "N", "C", "P", "C", "C", "C", "C", "C", "C", "C", "C", "C", "C", "C", "C", "C", "C", "C", "C", "C", "C", "H", "H", "H", "H", "H", "H", "H", "H", "H", "H", "H", "H", "H", "H", "H", "H", "H", "H", "H", "H", "H", "H", "H", "H", "H", "H", "H", "H", "H", "H", "H", "H", "H", "H", "H", "H", "H", "H", "H", "H", "H", "H", "H", "H", "C", "O", "C", "C", "C", "C", "C", "C", "N", "N", "C", "C", "C", "C", "O", "C", "N", "C", "C", "C", "C", "H", "H", "H", "H", "H", "H", "H", "H", "H", "H", "H", "H", "S", "C", "N", "C", "C", "S", "H", "H", "H", "H", "H", "C", "Si", "C", "C", "Sb", "Si", "C", "C", "C", "Si", "C", "C", "C", "H", "H", "H", "H", "H", "H", "H", "H", "H", "H", "H", "H", "H", "H", "H", "H", "H", "H", "H", "H", "H", "H", "H", "H", "H", "H", "H", "F", "B", "F"],
  "xyz": [[1.02, -0.74, -1.01], [2.73, 1.75, 4.21], [3.37, 0.91, 3.10], [4.89, 1.06, 3.16], [3.02, -0.56, 3.40], [2.58, 1.29, 1.42], [4.01, 0.96, 0.27], [4.43, -0.42, 0.19], [3.52, -1.60, 0.05], [4.53, -2.63, -0.30], [4.33, -3.99, -0.73], [2.59, -4.63, -0.56], [2.73, -5.58, 1.08], [3.59, -6.84, 1.10], [3.29, -4.60, 2.12], [1.31, -5.95, 1.53], [2.66, -5.88, -1.99], [1.50, -6.87, -1.83], [3.95, -6.65, -2.28], [2.35, -5.02, -3.24], [5.81, -2.11, -0.39], [7.01, -2.71, -0.72], [8.17, -1.92, -0.75], [8.11, -0.56, -0.47], [6.89, 0.05, -0.14], [5.74, -0.73, -0.10], [2.49, 3.17, 1.19], [1.29, 3.72, 1.96], [2.18, 3.38, -0.30], [3.74, 3.99, 1.54], [3.06, 1.36, 5.18], [1.64, 1.70, 4.19], [3.03, 2.80, 4.16], [5.23, 0.84, 4.18], [5.21, 2.08, 2.92], [5.39, 0.37, 2.48], [3.49, -0.86, 4.34], [3.35, -1.22, 2.60], [1.94, -0.69, 3.49], [4.86, 1.58, 0.60], [3.72, 1.31, -0.72], [5.03, -4.67, -0.22], [4.57, -4.07, -1.80], [4.61, -6.64, 0.75], [3.18, -7.64, 0.49], [3.66, -7.21, 2.13], [4.34, -4.35, 1.92], [3.23, -5.06, 3.11], [2.73, -3.67, 2.12], [0.81, -6.62, 0.83], [0.69, -5.06, 1.63], [1.35, -6.45, 2.50], [1.64, -7.52, -0.97], [1.44, -7.50, -2.72], [0.55, -6.35, -1.72], [4.11, -7.47, -1.59], [4.84, -6.00, -2.24], [3.91, -7.07, -3.29], [1.54, -4.31, -3.07], [2.05, -5.68, -4.06], [3.22, -4.46, -3.57], [7.06, -3.76, -0.96], [9.12, -2.37, -1.01], [9.01, 0.04, -0.51], [6.85, 1.11, 0.05], [0.38, 3.16, 1.72], [1.12, 4.76, 1.67], [1.43, 3.70, 3.04], [1.37, 2.72, -0.64], [3.03, 3.20, -0.95], [1.85, 4.41, -0.46], [3.98, 3.93, 2.60], [3.56, 5.04, 1.30], [4.61, 3.67, 0.97], [-4.06, 6.57, 0.51], [-2.67, 6.44, 0.35], [-2.20, 6.37, -0.93], [-0.86, 6.01, -1.08], [-0.29, 5.88, -2.33], [-1.06, 6.12, -3.47], [-2.37, 6.54, -3.32], [-2.96, 6.64, -2.06], [-0.51, 6.10, -4.80], [0.23, 5.18, -5.22], [0.53, 3.98, -4.56], [1.82, 3.52, -4.80], [2.37, 2.42, -4.17], [1.63, 1.65, -3.23], [2.09, 0.68, -2.60], [0.20, 2.03, -3.09], [-0.55, 1.23, -2.32], [-1.83, 1.49, -2.19], [-2.48, 2.50, -2.91], [-1.74, 3.30, -3.72], [-0.33, 3.15, -3.78], [-4.26, 6.50, 1.57], [-4.60, 5.78, -0.01], [-4.42, 7.55, 0.14], [-0.28, 5.82, -0.18], [0.74, 5.57, -2.43], [-2.96, 6.76, -4.20], [-4.00, 6.92, -1.98], [2.43, 4.10, -5.49], [3.39, 2.12, -4.35], [-2.39, 0.85, -1.50], [-3.55, 2.63, -2.82], [-2.22, 4.05, -4.33], [-0.80, -2.85, -2.99], [-2.15, -1.98, -3.38], [-3.31, -1.94, -2.69], [-4.27, -0.91, -3.07], [-4.02, -0.64, -4.55], [-2.25, -0.96, -4.80], [-3.28, -2.28, -1.74], [-4.11, -0.02, -2.47], [-5.29, -1.26, -2.89], [-4.26, 0.39, -4.81], [-4.60, -1.31, -5.18], [-8.09, 1.22, 0.77], [-6.30, 0.66, 0.28], [-6.07, 1.85, -1.24], [-6.81, -1.00, -0.62], [-3.15, -0.77, 1.07], [-2.68, 1.41, 2.36], [-4.13, 1.89, 3.46], [-2.43, 2.74, 1.06], [-1.14, 1.27, 3.42], [-4.28, -2.05, 2.98], [-3.37, -1.82, 4.62], [-6.07, -1.56, 3.23], [-4.22, -3.88, 2.55], [-8.79, 1.17, -0.08], [-8.07, 2.26, 1.13], [-8.49, 0.60, 1.58], [-6.76, 1.65, -2.07], [-5.05, 1.83, -1.64], [-6.25, 2.87, -0.90], [-7.42, -0.80, -1.51], [-7.41, -1.60, 0.07], [-5.96, -1.62, -0.91], [-5.06, 1.77, 2.90], [-4.02, 2.94, 3.75], [-4.17, 1.29, 4.37], [-3.32, 2.83, 0.44], [-1.58, 2.52, 0.41], [-2.24, 3.70, 1.55], [-1.24, 0.51, 4.20], [-0.96, 2.24, 3.90], [-0.26, 1.02, 2.82], [-3.44, -0.79, 4.97], [-2.32, -2.08, 4.55], [-3.84, -2.47, 5.37], [-6.17, -0.50, 3.46], [-6.48, -2.15, 4.07], [-6.66, -1.76, 2.34], [-3.19, -4.26, 2.48], [-4.70, -4.07, 1.59], [-4.74, -4.45, 3.32], [-1.02, -3.10, 1.21], [-1.28, -1.93, 1.79], [-0.44, -1.61, 2.78]],
  "charge": -2,
  "fmax_ha_per_bohr": 0.0191,
  "de_lowest_kj_mol": 0.00,
  "e_homo_ev": -1.18
}

# 2
{
  "formula": "C52H93Cl8N11",
  "method": "the ωB97M-V functional and the def2-TZVPD basis",
  "symbols": ["C", "C", "C", "C", "N", "H", "H", "H", "H", "H", "H", "H", "C", "C", "C", "C", "N", "H", "H", "H", "H", "H", "H", "H", "C", "C", "C", "C", "N", "H", "H", "H", "H", "H", "H", "H", "C", "C", "C", "C", "N", "H", "H", "H", "H", "H", "H", "H", "C", "C", "C", "C", "N", "H", "H", "H", "H", "H", "H", "H", "C", "C", "C", "C", "N", "H", "H", "H", "H", "H", "H", "H", "C", "C", "C", "C", "N", "H", "H", "H", "H", "H", "H", "H", "C", "C", "C", "C", "N", "H", "H", "H", "H", "H", "H", "H", "C", "C", "C", "C", "N", "H", "H", "H", "H", "H", "H", "H", "C", "C", "C", "C", "N", "H", "H", "H", "H", "H", "H", "H", "C", "C", "C", "C", "N", "H", "H", "H", "H", "H", "H", "H", "Cl", "C", "C", "Cl", "H", "H", "H", "H", "Cl", "C", "C", "Cl", "H", "H", "H", "H", "Cl", "C", "C", "Cl", "H", "H", "H", "H", "Cl", "C", "C", "Cl", "H", "H", "H", "H"],
  "xyz": [[1.36, -1.88, 4.70], [0.50, -0.72, 5.23], [-0.27, -1.10, 6.51], [0.54, -1.65, 7.65], [1.12, -2.06, 8.52], [1.90, -1.50, 3.84], [0.80, -2.71, 4.27], [2.10, -2.33, 5.36], [-0.33, -0.48, 4.56], [1.10, 0.15, 5.48], [-1.08, -1.80, 6.31], [-0.82, -0.23, 6.86], [-3.32, -0.05, 4.12], [-3.98, -0.96, 5.19], [-4.56, -0.14, 6.40], [-3.56, 0.57, 7.26], [-2.82, 1.17, 7.91], [-2.84, -0.59, 3.31], [-2.65, 0.65, 4.62], [-4.02, 0.62, 3.61], [-3.21, -1.69, 5.43], [-4.78, -1.52, 4.71], [-5.05, -0.81, 7.11], [-5.34, 0.52, 6.03], [4.58, -1.61, 1.88], [5.17, -0.78, 0.76], [5.71, -1.72, -0.26], [6.29, -1.12, -1.47], [6.72, -0.66, -2.45], [5.42, -1.97, 2.47], [3.97, -2.45, 1.54], [3.97, -1.01, 2.57], [5.94, -0.09, 1.12], [4.32, -0.19, 0.42], [4.92, -2.41, -0.57], [6.58, -2.22, 0.17], [-4.30, -2.07, -0.37], [-5.63, -2.32, -1.22], [-5.31, -3.07, -2.50], [-6.31, -3.18, -3.58], [-7.05, -3.27, -4.46], [-3.58, -1.49, -0.96], [-3.84, -2.98, 0.02], [-4.51, -1.51, 0.54], [-6.08, -1.36, -1.48], [-6.33, -2.83, -0.55], [-5.00, -4.10, -2.29], [-4.44, -2.58, -2.95], [-0.11, 0.36, 1.59], [-0.95, 0.26, 0.28], [-0.33, -0.50, -0.87], [1.07, -0.11, -1.17], [2.16, 0.18, -1.44], [0.92, 0.71, 1.50], [-0.08, -0.60, 2.10], [-0.66, 0.97, 2.31], [-1.06, 1.29, -0.06], [-1.96, -0.08, 0.52], [-0.88, -0.49, -1.81], [-0.28, -1.55, -0.59], [1.70, 3.52, -1.42], [1.25, 5.02, -1.44], [0.12, 5.26, -2.44], [-0.97, 4.32, -2.14], [-1.86, 3.58, -1.93], [1.91, 3.20, -2.44], [1.02, 2.80, -0.98], [2.68, 3.45, -0.95], [2.05, 5.75, -1.54], [0.87, 5.19, -0.44], [0.44, 4.99, -3.45], [-0.41, 6.21, -2.33], [2.36, 2.70, 2.91], [3.63, 1.95, 3.50], [4.63, 2.97, 4.12], [4.14, 3.55, 5.40], [3.87, 4.02, 6.43], [2.62, 3.06, 1.91], [1.98, 3.47, 3.58], [1.49, 2.06, 2.73], [4.18, 1.37, 2.76], [3.35, 1.24, 4.28], [4.98, 3.69, 3.38], [5.47, 2.32, 4.37], [2.26, -3.27, -1.51], [2.98, -4.64, -1.38], [3.61, -5.18, -2.68], [2.77, -5.28, -3.89], [2.09, -5.41, -4.79], [2.95, -2.58, -1.99], [1.84, -2.88, -0.58], [1.42, -3.33, -2.19], [2.25, -5.34, -0.99], [3.71, -4.56, -0.57], [4.06, -6.15, -2.50], [4.41, -4.48, -2.93], [-4.21, 1.86, 0.14], [-4.96, 3.17, -0.12], [-5.77, 2.99, -1.41], [-6.85, 1.98, -1.24], [-7.65, 1.17, -1.16], [-3.44, 1.80, -0.63], [-4.87, 0.99, 0.19], [-3.62, 1.93, 1.05], [-4.32, 4.04, -0.24], [-5.62, 3.44, 0.70], [-5.26, 2.75, -2.34], [-6.30, 3.92, -1.63], [3.97, -1.82, -5.31], [3.67, -0.39, -4.82], [2.35, 0.18, -5.29], [1.19, -0.64, -4.86], [0.34, -1.32, -4.54], [4.87, -2.13, -4.78], [4.10, -1.91, -6.39], [3.17, -2.52, -5.06], [4.47, 0.31, -5.05], [3.58, -0.36, -3.73], [2.18, 0.35, -6.35], [2.26, 1.16, -4.81], [-1.21, 4.09, 1.69], [-1.94, 5.40, 1.31], [-2.72, 6.09, 2.48], [-1.89, 6.45, 3.59], [-1.10, 6.71, 4.43], [-0.74, 3.72, 0.78], [-1.90, 3.32, 2.04], [-0.40, 4.29, 2.39], [-2.65, 5.20, 0.51], [-1.23, 6.09, 0.85], [-3.45, 5.38, 2.88], [-3.25, 6.98, 2.15], [0.19, -6.87, 0.86], [-0.87, -5.53, 1.34], [-0.14, -4.33, 1.97], [-1.20, -2.92, 2.19], [-1.59, -5.95, 2.04], [-1.35, -5.08, 0.47], [0.71, -4.03, 1.36], [0.21, -4.56, 2.98], [-1.38, -3.73, -1.91], [-0.61, -4.74, -3.19], [-1.64, -5.55, -4.05], [-2.72, -4.35, -4.86], [0.16, -5.37, -2.74], [-0.19, -4.04, -3.90], [-2.09, -6.25, -3.35], [-1.18, -6.17, -4.82], [4.28, 3.26, -4.75], [4.74, 3.88, -3.13], [5.08, 2.58, -2.29], [5.33, 3.02, -0.60], [3.92, 4.47, -2.72], [5.56, 4.60, -3.24], [5.94, 2.02, -2.65], [4.27, 1.86, -2.27], [-3.01, -1.48, -6.40], [-2.66, 0.21, -6.01], [-2.68, 0.41, -4.50], [-4.28, 0.09, -3.75], [-3.33, 0.93, -6.47], [-1.65, 0.43, -6.38], [-2.25, 1.31, -4.07], [-1.99, -0.34, -4.12]],
  "fmax_ha_per_bohr": 0.0860,
  "de_lowest_kj_mol": 92.05,
  "e_homo_ev": -10.52
}